# C30H30N6O6

A 6-piece molecular cluster, C30H30N6O6 overall (ωB97M-V/def2-TZVPD, the Open Molecules 2025 dataset).

Each line ends with the Löwdin charge.
Cartesian coordinates (Å):
N -12.1356 18.7547 -1.9418  -0.002
C -13.4251 18.7359 -2.4079  -0.146
C -13.7733 17.3853 -2.4623  -0.139
C -12.6340 16.6170 -2.2816  -0.103
C -11.6440 17.5158 -1.9165  -0.140
H -11.7963 19.6503 -1.6209  0.150
H -13.9834 19.6416 -2.5932  0.092
H -14.7546 17.0574 -2.7721  0.081
H -12.6326 15.5370 -2.2800  0.080
H -10.6742 17.2858 -1.5007  0.095
N -10.9257 12.7291 5.5212  0.032
C -10.2392 13.8812 5.4427  -0.157
C -11.0773 14.9319 5.6224  -0.122
C -12.3952 14.4770 5.8895  -0.072
C -12.2392 13.1142 5.7636  -0.190
H -10.5154 11.8083 5.4590  0.153
H -9.1643 13.8861 5.3379  0.115
H -10.8169 15.9674 5.4603  0.066
H -13.2583 15.0587 6.1778  0.096
H -12.9980 12.4759 6.1918  0.100
N -10.7678 14.1667 -0.7747  0.048
C -11.8451 13.2509 -0.8763  -0.153
C -11.4578 12.2469 -1.6999  -0.179
C -10.2756 12.6007 -2.3313  -0.115
C -9.7482 13.7030 -1.5691  -0.107
H -10.5918 14.8947 -0.0970  0.079
H -12.7032 13.2651 -0.2206  0.104
H -12.0847 11.3883 -1.8900  0.090
H -9.7931 12.0137 -3.0988  0.073
H -8.8100 14.2143 -1.7266  0.098
C -10.7405 19.8096 4.6212  -0.100
C -11.4243 18.4996 4.7345  -0.063
C -11.1312 17.5880 3.7177  -0.086
C -10.2586 17.8663 2.6593  -0.130
C -9.5742 19.0899 2.6152  -0.052
C -9.9016 20.0904 3.5231  -0.125
N -10.1296 16.8040 1.5923  -0.403
O -10.9306 15.8234 1.7092  -0.147
O -9.3073 16.9405 0.6386  -0.127
H -10.9744 20.5694 5.3522  0.057
H -12.0918 18.3444 5.5692  0.086
H -11.7858 16.7347 3.6187  0.089
H -8.9301 19.2904 1.7718  0.094
H -9.4705 21.0495 3.2767  0.081
C -12.7121 11.8876 2.9680  -0.113
C -11.6110 12.5132 2.4358  -0.060
C -10.5819 11.7356 1.8842  0.017
C -10.8320 10.3844 1.5929  -0.111
C -12.0318 9.7955 2.1810  -0.012
C -12.9406 10.5687 2.7851  -0.128
N -9.8792 9.5191 0.9060  -0.338
O -10.1754 8.3452 0.6546  0.041
O -8.7142 9.8785 0.9444  0.066
H -13.5452 12.3909 3.4361  0.106
H -11.5374 13.5795 2.5904  0.099
H -9.6295 12.2029 1.6815  0.124
H -12.4816 8.8520 1.9093  0.110
H -13.8203 10.1883 3.2829  0.110
C -8.4431 25.3013 4.1134  -0.037
C -9.2640 25.5991 3.0029  -0.100
C -10.4312 24.9690 2.8922  -0.032
C -10.9476 24.1026 3.9145  -0.084
C -10.1858 23.9650 5.1316  -0.018
C -8.9100 24.4170 5.1680  -0.072
N -12.1740 23.3291 3.6052  -0.348
O -12.5958 22.6286 4.5335  0.058
O -12.7242 23.5266 2.5565  0.088
H -7.4612 25.7338 4.2363  0.093
H -8.8064 26.2658 2.2870  0.107
H -10.9772 25.1410 1.9764  0.116
H -10.4666 23.3376 5.9646  0.112
H -8.2062 24.0627 5.9066  0.104

Results
net charge = -1
maximum force = 4.426 eV Å⁻¹
LUMO (spin up / spin down) = 0.89 / 0.89 eV
electronic energy = -1940.79300 hartree
molecular weight = 570.606 g/mol
spin multiplicity = 2
E_HOMO (spin up / spin down) = -2.34 / -5.07 eV
gap between HOMO and LUMO (spin up / spin down) = 3.229 / 5.960 eV
ΔE to the lowest compared entry with this formula, charge and spin = 8.8 kcal per mole